ORCA calculation (ωB97M-V/def2-TZVPD) on an isolated molecule of C12H19ClF9O6PS2.

Values from the calculation:
SMILES	CCCC[C@@]1(CCC(F)(F)C(F)(F)S(F)(F)(F)(F)F)OS(=O)(=O)O[C@@]1(COC)P(O)Cl
largest force on an atom	6.674	eV/A
total energy	-92962.7840	eV
HOMO-LUMO gap	7.5	eV
HOMO level	-10.0	eV
energy above the lowest of the compared OMol25 structures with the same formula, charge and spin	1002.16	kJ/mol
E_LUMO	-0.094	Ha

Structure (ORCA input):
```
! wB97M-V def2-TZVPD RIJCOSX def2/J DEFGRID3
* xyz 0 1
C -1.612 4.685 -3.274
C -1.005 3.217 -3.660
C -1.652 2.146 -2.571
C -0.795 0.815 -2.293
C 0.002 0.620 -0.874
C 0.055 -1.021 -0.855
C 1.359 -1.733 -0.191
C 1.032 -2.556 1.231
F -0.086 -1.835 1.871
F 2.319 -2.442 2.016
C 0.761 -4.126 0.875
F -0.016 -4.344 -0.399
F 2.124 -4.732 0.632
S -0.060 -5.154 2.192
F -0.511 -6.280 0.937
F -1.570 -4.356 2.078
F 0.500 -4.202 3.496
F 1.410 -6.084 2.347
F -0.763 -6.219 3.344
O 1.364 1.128 -1.254
S 1.545 2.777 -0.868
O 1.874 3.822 -1.955
O 2.855 2.810 -0.017
O 0.025 2.879 -0.036
C -0.354 1.498 0.447
C 0.563 1.535 1.801
O 1.668 0.582 1.888
C 1.974 0.415 3.340
P -2.144 1.321 1.157
O -2.232 0.146 2.460
Cl -3.499 0.447 -0.264
H -2.710 4.498 -2.846
H -1.027 5.273 -2.448
H -1.782 5.387 -4.225
H -1.454 2.934 -4.727
H 0.153 3.153 -3.772
H -2.024 2.745 -1.613
H -2.677 1.813 -3.092
H 0.002 0.682 -3.168
H -1.579 -0.088 -2.347
H -0.991 -1.426 -0.484
H 0.119 -1.360 -2.001
H 2.297 -1.003 -0.070
H 1.768 -2.591 -0.916
H 1.091 2.598 1.973
H -0.047 1.409 2.819
H 2.910 -0.308 3.490
H 1.072 -0.158 3.872
H 2.162 1.459 3.834
H -2.412 -0.777 2.121
*
```

Mulliken population analysis, charges in e, atoms 1 to 8: -1.013 -0.241 -0.795 -1.017 1.360 -0.756 -1.195 0.879



ORCA calculation (ωB97M-V/def2-TZVPD) on a structure of composition C12H19CuF6O7P.

Values from the calculation:
largest force on an atom	4.642	eV/A
total energy	-97326.7857	eV
HOMO-LUMO gap	8.8	eV
HOMO level	-6.4	eV
E_LUMO	0.088	Ha

Structure (ORCA input):
```
! wB97M-V def2-TZVPD RIJCOSX def2/J DEFGRID3
* xyz -1 1
Cu 0.822 -1.465 1.641
P -3.400 0.032 -0.997
F -1.865 -0.181 -0.582
F -3.575 0.972 0.269
F -3.062 1.327 -1.867
F -4.965 0.110 -1.342
F -3.294 -1.073 -2.207
F -3.713 -1.225 -0.005
O 2.045 -2.745 0.853
H 2.429 -3.011 1.659
O 2.271 0.360 -4.922
C 1.799 -0.337 -3.980
O 0.864 0.068 -3.149
C 0.594 -0.921 -2.172
C 1.288 -2.221 -2.665
C 2.270 -1.728 -3.638
H -0.497 -1.090 -2.163
H 0.901 -0.609 -1.210
H 0.507 -2.703 -3.216
H 1.699 -2.769 -1.751
H 2.258 -2.308 -4.618
H 3.260 -1.699 -3.228
O -0.551 -0.293 2.340
C -1.665 -0.523 2.808
O -2.227 0.388 3.646
C -3.430 -0.010 4.257
C -3.933 -1.231 3.413
C -2.578 -1.717 2.726
H -4.130 0.827 4.271
H -3.170 -0.287 5.309
H -4.641 -0.841 2.732
H -4.394 -1.958 4.069
H -2.746 -1.927 1.645
H -2.146 -2.542 3.303
O 3.773 3.510 2.333
C 3.538 3.221 1.189
O 4.527 2.844 0.339
C 3.969 2.474 -0.919
C 2.512 2.309 -0.726
C 2.262 3.259 0.418
H 4.429 1.557 -1.280
H 4.223 3.242 -1.629
H 2.326 1.236 -0.398
H 1.969 2.418 -1.647
H 1.398 3.006 1.061
H 2.052 4.251 0.030
*
```

Mulliken population analysis, charges in e, atoms 1 to 8: 0.027 1.196 -0.299 -0.361 -0.376 -0.352 -0.387 -0.425



ORCA calculation (ωB97M-V/def2-TZVPD) on a cluster of 2 separate species, C12H19F3N3 in total.

Values from the calculation:
largest force on an atom	2.068	eV/A
total energy	-25367.3510	eV
HOMO-LUMO gap	6.1	eV
HOMO level	-10.9	eV
E_LUMO	-0.177	Ha

Structure (ORCA input):
```
! wB97M-V def2-TZVPD RIJCOSX def2/J DEFGRID3
* xyz 1 1
C -4.785 -0.015 1.078
N -3.349 0.253 0.959
C -2.940 1.418 0.168
C -2.481 -0.617 1.437
C -1.046 -0.441 1.391
C -0.435 0.765 1.821
C 0.932 0.948 1.680
C 1.714 -0.082 1.161
C 3.191 0.146 0.981
F 3.913 -1.006 1.130
F 3.465 0.635 -0.273
F 3.684 1.051 1.881
C 1.154 -1.301 0.781
C -0.215 -1.489 0.914
H -5.326 0.801 0.594
H -5.037 -0.967 0.589
H -5.084 -0.086 2.135
H -3.846 1.836 -0.275
H -2.462 2.188 0.787
H -2.242 1.132 -0.633
H -2.894 -1.573 1.779
H -1.042 1.565 2.256
H 1.397 1.889 1.971
H 1.795 -2.089 0.385
H -0.664 -2.442 0.618
C -4.409 -1.239 4.960
N -2.987 -1.012 4.739
C -2.199 -2.187 5.085
N -2.565 0.064 5.563
H -4.704 -2.074 4.317
H -4.643 -1.507 6.007
H -4.982 -0.345 4.689
H -2.536 -3.005 4.441
H -1.136 -1.990 4.907
H -2.330 -2.492 6.140
H -1.572 0.219 5.398
H -3.097 0.894 5.308
*
```

Mulliken population analysis, charges in e, atoms 1 to 8: -0.650 0.140 -0.771 -0.303 0.371 -0.371 -0.746 0.232



ORCA calculation (ωB97M-V/def2-TZVPD) on a structure of composition C12H19GdO7P.

Values from the calculation:
expectation value of S²	16.10
largest force on an atom	5.662	eV/A
total energy	-57176.0437	eV
HOMO-LUMO gap (alpha / beta)	8.0 / 5.9	eV
HOMO level (alpha / beta)	-19.6 / -18.9	eV
energy above the lowest of the compared OMol25 structures with the same formula, charge and spin	0.00	kJ/mol
E_LUMO (alpha / beta)	-0.424 / -0.479	Ha

Structure (ORCA input):
```
! wB97M-V def2-TZVPD RIJCOSX def2/J DEFGRID3
* xyz 3 8
Gd 0.772 0.717 -2.681
O -0.455 4.298 -2.130
C -0.270 3.176 -2.292
C 0.233 -1.828 -2.087
O -0.007 -2.896 -1.709
C 2.977 -0.408 -2.969
O 4.058 -0.744 -2.892
C -1.605 0.461 -1.455
O -2.687 0.299 -1.091
C 0.222 0.941 -5.079
H -0.706 1.529 -5.057
H 1.176 1.500 -5.039
C 0.152 -0.424 -5.238
H 1.038 -1.067 -5.286
H -0.830 -0.905 -5.332
C -2.667 -3.263 2.282
C -2.005 -2.328 1.296
O -0.548 -2.432 1.077
P 0.619 -2.424 2.188
O 0.622 -0.971 2.753
C -0.333 -0.391 3.592
C -0.496 1.087 3.349
O 1.560 1.541 -0.807
C 2.038 1.480 0.549
C 2.251 2.887 1.160
H -2.643 -4.290 1.904
H -3.706 -2.940 2.199
H -2.419 -3.297 3.353
H -2.383 -2.623 0.324
H -2.251 -1.279 1.468
H -1.316 -0.854 3.531
H -0.065 -0.553 4.635
H -0.814 1.370 2.333
H -1.265 1.488 4.034
H 0.447 1.600 3.585
H 1.352 0.785 1.088
H 3.035 1.001 0.484
H 1.464 3.186 1.875
H 3.204 2.915 1.731
H 2.254 3.654 0.355
*
```

Mulliken population analysis, charges in e, atoms 1 to 8: 0.686 -0.042 0.213 0.371 -0.094 0.303 -0.020 0.334



ORCA calculation (ωB97M-V/def2-TZVPD) on a structure of composition C12H19N2.

Values from the calculation:
largest force on an atom	5.713	eV/A
total energy	-15720.4407	eV
HOMO-LUMO gap	9.2	eV
HOMO level	-12.0	eV
energy above the lowest of the compared OMol25 structures with the same formula, charge and spin	649.13	kJ/mol
E_LUMO	-0.105	Ha

Structure (ORCA input):
```
! wB97M-V def2-TZVPD RIJCOSX def2/J DEFGRID3
* xyz 1 1
C -0.273 -0.819 2.942
C -0.512 0.593 2.869
C -0.152 -1.588 1.847
C -0.321 1.311 1.760
C -1.588 -1.926 -0.231
C -0.170 -2.134 -0.650
C 0.100 1.474 -1.900
C 1.436 0.891 -1.589
C -0.462 -1.125 0.467
C -0.142 0.267 0.104
C -2.163 1.355 -0.916
C 2.344 -0.381 0.442
N -0.834 0.714 -1.028
N 1.307 0.617 -0.155
H -0.058 -1.095 3.921
H -0.665 1.089 3.731
H 0.046 -2.711 1.984
H -0.354 2.296 1.393
H -2.171 -1.285 -0.876
H -2.109 -2.790 0.398
H 0.146 -3.054 -0.313
H -0.031 -1.787 -1.712
H 0.141 2.571 -1.578
H -0.282 1.233 -3.037
H 1.480 -0.046 -1.999
H 2.213 1.557 -1.686
H -2.965 1.086 -1.693
H -2.430 0.983 0.125
H -2.185 2.375 -0.887
H 2.216 -1.423 0.008
H 3.337 -0.170 -0.048
H 2.203 -0.388 1.439
H 1.374 1.498 0.220
*
```

Mulliken population analysis, charges in e, atoms 1 to 8: -0.544 -0.671 -0.972 -0.505 -0.563 -0.990 -0.499 -0.689



ORCA calculation (ωB97M-V/def2-TZVPD) on the ion C12H19N2Si with charge +1.

Values from the calculation:
SMILES	CCCC[N+]1=C(C)C=C2C=CC=CN2[SiH2]1
largest force on an atom	4.113	eV/A
total energy	-23603.0479	eV
HOMO-LUMO gap	8.0	eV
HOMO level	-11.9	eV
energy above the lowest of the compared OMol25 structures with the same formula, charge and spin	0.00	kJ/mol
E_LUMO	-0.142	Ha

Structure (ORCA input):
```
! wB97M-V def2-TZVPD RIJCOSX def2/J DEFGRID3
* xyz 1 1
C 0.700 2.661 -4.146
C 1.312 1.424 -4.395
C -0.086 2.758 -3.055
C 1.075 0.381 -3.530
C -0.222 1.734 -2.086
C -0.921 1.963 -0.820
C -1.111 1.026 0.135
C -1.895 1.385 1.350
C 1.472 -2.547 3.935
C 0.184 -2.214 3.256
C 0.229 -1.154 2.171
C -0.853 -1.218 1.093
N 0.369 0.563 -2.411
N -0.521 -0.204 0.073
Si 0.223 -0.851 -1.318
H 0.653 3.429 -4.918
H 2.118 1.413 -5.310
H -0.860 3.617 -2.869
H 1.635 -0.542 -3.604
H -1.421 3.043 -0.758
H -2.737 0.617 1.501
H -2.473 2.367 1.233
H -1.303 1.303 2.252
H 1.560 -2.079 4.923
H 1.595 -3.593 4.148
H 2.264 -2.202 3.260
H -0.216 -3.165 2.808
H -0.706 -2.059 3.893
H 0.095 -0.095 2.539
H 1.249 -1.332 1.873
H -1.974 -0.981 1.453
H -0.690 -2.241 0.603
H -0.339 -2.055 -2.145
H 1.593 -1.149 -1.132
*
```

Mulliken population analysis, charges in e, atoms 1 to 8: -0.234 -0.622 -0.623 -0.010 1.400 -1.153 1.395 -1.678